1.
C18H20N2O6S | ωB97M-V/def2-TZVPD

As for the orbital gap: 8.535 eV. The HOMO energy comes out at -8.00 eV. Its SMILES is COc1ccc(S(=O)(=O)N(C)CC(=O)NCc2ccc3c(c2)OCO3)cc1.

Last column: Mulliken charge in e.
Positions of all 47 atoms, in Å:
C -7.39784 -2.02426 -0.86937  -0.8258
H -8.39340 -2.32304 -0.54598  0.2367
O -6.70766 -1.67182 0.30886  -0.4284
C -5.42439 -1.25704 0.21945  0.8905
C -4.80550 -0.93383 1.43320  -0.7339
C -3.49827 -0.49873 1.45372  -0.0272
C -2.80029 -0.38198 0.26357  -0.7263
C -3.39462 -0.69823 -0.94081  -0.9366
C -4.70645 -1.13735 -0.97118  -0.4211
H -5.15768 -1.38345 -1.91873  0.3889
H -2.81857 -0.60354 -1.84693  0.4211
S -1.11700 0.20109 0.25330  1.6448
O -0.32359 -0.63596 -0.60890  -0.7918
O -0.66069 0.36800 1.60544  -0.7317
N -1.31390 1.67636 -0.53524  0.1179
C -1.87225 2.68298 0.34125  -0.9112
H -2.74471 2.25177 0.82896  0.3304
H -1.16020 3.00850 1.10476  0.3194
H -2.17662 3.54198 -0.25496  0.3400
C -0.17469 2.10774 -1.32911  -1.0071
C 1.02075 2.46704 -0.43706  0.7195
O 1.29114 3.61358 -0.13784  -0.6690
N 1.69728 1.39115 -0.00776  0.1006
H 1.35808 0.46787 -0.24237  0.3522
C 2.72723 1.46761 1.01141  -1.2110
C 3.90920 0.62454 0.61715  0.4332
C 5.07579 1.20727 0.14991  -0.6582
C 6.17220 0.44441 -0.24815  -0.9544
C 6.04590 -0.91984 -0.16497  0.9600
C 4.87056 -1.51570 0.29787  0.8515
C 3.79101 -0.76807 0.69406  -0.9633
H 2.88690 -1.23422 1.04993  0.4840
O 5.01546 -2.87822 0.27894  -0.4812
C 6.31577 -3.12290 -0.21014  -0.2351
O 6.95455 -1.89482 -0.48490  -0.4764
H 6.25644 -3.72207 -1.13329  0.2493
H 6.89557 -3.67874 0.54462  0.2389
H 7.07957 0.89981 -0.60713  0.4207
H 5.14050 2.28269 0.09249  0.3825
H 3.00102 2.52058 1.10544  0.5239
H 2.31046 1.11533 1.96299  0.2879
H -0.47339 2.98537 -1.90705  0.4961
H 0.07810 1.28478 -1.99851  0.3535
H -2.99848 -0.25075 2.37666  0.5286
H -5.37736 -1.03700 2.34128  0.4357
H -6.91621 -2.86332 -1.37994  0.3412
H -7.47969 -1.17559 -1.55492  0.3410



2.
C22H50O6Si | ωB97M-V/def2-TZVPD

As for the orbital gap: 8.636 eV. The HOMO energy comes out at -7.92 eV. Its SMILES is CC(C)=CCC[C@@H](C)CC[SiH3].COCCOCCOC.COCCOCCOC.

Last column: Mulliken charge in e.
Positions of all 79 atoms, in Å:
C 1.22291 0.66074 0.95332  -1.4939
C 0.30492 0.00604 -0.06715  1.7219
C -0.87372 -0.69084 0.58154  -1.2120
C 0.56443 -0.03130 -1.39978  -1.0956
C 1.86631 -0.47338 -2.03270  -0.5503
C 3.00098 -0.96803 -1.13057  -1.2440
C 3.11456 -2.49581 -0.94031  0.6331
C 3.95440 -2.76116 0.31455  -1.6654
C 1.76572 -3.23712 -0.81593  -0.1126
C 1.68070 -4.50235 -1.68947  -1.2118
Si 1.41419 -4.25331 -3.53306  0.5555
H 0.59916 1.02665 1.76959  0.4976
H 1.76821 1.48960 0.50905  0.3279
H 1.95212 -0.00731 1.42763  0.1109
H -1.20124 -0.13169 1.46059  0.4434
H -0.47194 -1.65031 0.92130  0.2512
H -1.72407 -0.90010 -0.06330  0.2087
H -0.27765 0.20849 -2.05037  0.3624
H 1.55410 -1.27690 -2.70455  -0.0318
H 2.26566 0.30838 -2.69219  0.5645
H 2.96126 -0.50346 -0.15016  0.3687
H 3.94033 -0.62838 -1.57327  0.4389
H 3.67717 -2.91847 -1.77952  0.3277
H 4.97473 -2.38908 0.20620  0.3983
H 3.98095 -3.82289 0.56550  0.4043
H 3.51185 -2.23830 1.16752  0.2719
H 1.66071 -3.57033 0.22110  0.4260
H 0.92590 -2.56500 -0.99980  -0.0496
H 0.89802 -5.16500 -1.31320  0.4649
H 2.62501 -5.04765 -1.58563  0.4093
H 2.00037 -2.98076 -4.01026  -0.1457
H 2.08321 -5.33914 -4.28739  -0.1996
H -0.02675 -4.30931 -3.87590  -0.1638
C 3.98130 4.26721 7.88473  -0.7685
O 3.15158 3.18825 7.52556  -0.2407
C 1.78554 3.46015 7.77062  -0.5652
C 0.90601 2.44623 7.07274  -0.4471
O 0.72180 2.70268 5.68948  -0.4505
C 1.79130 2.33839 4.83169  -0.4803
C 1.87017 0.85478 4.54659  -0.3635
O 2.51087 0.17340 5.60786  -0.3048
C 2.35597 -1.22182 5.50659  -0.7000
H 3.87912 4.51560 8.94815  0.3110
H 5.00940 3.96908 7.68990  0.2309
H 3.74932 5.16148 7.29425  0.3163
H 1.52988 4.46684 7.41457  0.3377
H 1.59049 3.41575 8.85191  0.4415
H -0.09102 2.51777 7.51156  0.3744
H 1.28770 1.43696 7.24355  0.2214
H 2.74989 2.69810 5.21240  0.2417
H 1.58229 2.84460 3.88686  0.3779
H 2.44180 0.70123 3.62111  0.3278
H 0.85560 0.45948 4.39907  0.3584
H 1.29960 -1.51074 5.56341  0.3234
H 2.89364 -1.67368 6.33756  0.2586
H 2.77118 -1.60395 4.56538  0.2139
C -3.15865 -1.07507 -2.67554  -0.4862
O -3.77450 -0.08135 -3.45943  -0.3543
C -2.84017 0.87148 -3.92812  -0.4017
C -3.44300 1.71697 -5.02822  -0.5517
O -3.45072 1.08401 -6.29769  -0.4546
C -4.46194 0.11272 -6.51417  -0.3834
C -5.82615 0.70158 -6.80003  -0.6049
O -6.46543 1.08695 -5.59878  -0.2433
C -7.60557 1.87746 -5.83550  -0.7664
H -2.63702 -0.64076 -1.81868  -0.0215
H -3.93086 -1.75939 -2.32957  0.3632
H -2.42795 -1.64434 -3.26470  0.3209
H -1.94347 0.36518 -4.31097  0.2951
H -2.53897 1.52823 -3.09832  0.3977
H -2.80896 2.59706 -5.15183  0.3991
H -4.44355 2.04874 -4.74150  0.2422
H -4.52429 -0.59028 -5.68040  0.1965
H -4.14527 -0.43308 -7.40490  0.3852
H -6.43868 -0.05221 -7.31566  0.4502
H -5.71409 1.56900 -7.46412  0.3386
H -7.34321 2.81316 -6.34345  0.3147
H -8.05013 2.10953 -4.86993  0.2301
H -8.34334 1.34413 -6.44738  0.3092



3.
CH4N2OS | ωB97M-V/def2-TZVPD

As for the orbital gap: 8.653 eV. The HOMO energy comes out at -8.33 eV.

Last column: Mulliken charge in e.
Positions of all 9 atoms, in Å:
C -0.06375 0.68437 -0.15645  0.1672
H -2.42067 -0.78380 -1.01599  0.3574
H -0.35966 -1.02479 1.06620  0.2967
H -0.59177 1.73311 -0.12152  0.3187
H 3.15104 -0.34670 0.63445  0.1545
N -0.68195 -0.55659 0.07143  -0.3126
N 1.24148 0.95133 -0.04496  -0.3243
O -2.28636 -0.18645 -0.16622  -0.4582
S 2.01164 -0.47048 -0.26693  -0.1993



4.
C42H51FHoN3O9P2S2 | ωB97M-V/def2-TZVPD

As for the orbital gap (spin up / spin down): 6.276 / 6.239 eV. The HOMO energy (spin up / spin down) comes out at -6.21 / -6.17 eV. The multiplicity is 5. The expectation value of S² is 6.0039.

Last column: Löwdin spin population.
Positions of all 111 atoms, in Å:
Ho 0.50559 0.87219 1.03227  4.0291
C -5.99202 -2.49984 3.56695  0.0000
C -5.61469 -2.92457 2.15573  0.0000
C -6.79613 -2.80612 1.20132  0.0000
C -6.41681 -3.41729 -0.14028  0.0000
C -5.17678 -2.74837 -0.67151  0.0000
C -4.92845 -2.70933 -2.02635  0.0000
C -3.78970 -2.07689 -2.50790  0.0000
F -3.57639 -2.05299 -3.84134  0.0000
C -2.89299 -1.48530 -1.66720  0.0000
C -3.11886 -1.51847 -0.28861  -0.0002
C -2.10698 -0.92001 0.58505  0.0000
O -1.03331 -0.49116 0.08549  -0.0034
C -2.42714 -0.95580 1.97329  0.0003
C -3.58080 -1.55887 2.38775  0.0001
N -4.48215 -2.15323 1.59109  0.0001
C -4.27180 -2.13670 0.22090  0.0000
C -1.54036 -0.42205 3.09688  0.0003
O -1.88050 -0.66400 4.24380  0.0009
O -0.48441 0.21023 2.73837  -0.0040
H -6.90895 -3.01738 3.84634  0.0000
H -6.18390 -1.43104 3.61904  0.0000
H -5.22974 -2.76710 4.29788  0.0000
H -5.30070 -3.97514 2.18501  0.0000
H -7.05278 -1.74948 1.08404  0.0000
H -7.65892 -3.31746 1.62571  0.0000
H -7.22711 -3.32769 -0.86460  0.0000
H -6.22473 -4.48603 -0.00253  0.0000
H -5.61864 -3.16826 -2.72314  0.0000
H -2.01720 -0.96200 -2.02202  0.0000
H -3.74518 -1.59037 3.45464  0.0000
S 2.67601 0.73732 2.81796  -0.0035
C 1.97264 2.22514 3.20842  0.0000
N 1.11748 2.85957 2.42903  -0.0038
C 0.74831 4.08517 2.96488  -0.0002
C -0.10220 5.02883 2.38708  0.0000
C -0.36474 6.21008 3.05689  0.0000
C 0.20606 6.48071 4.29874  0.0000
C 1.06177 5.56419 4.88449  0.0000
C 1.32552 4.38050 4.21226  -0.0001
S 2.36736 3.07154 4.69270  0.0001
H -0.55554 4.84064 1.42380  0.0000
H -1.03323 6.93300 2.60693  0.0000
H -0.01368 7.41149 4.80507  0.0000
H 1.51857 5.75838 5.84653  0.0000
C 0.09444 -2.79651 -3.62119  0.0000
C 0.73152 -3.59014 -2.49069  0.0000
C 2.03315 -4.23195 -2.94252  0.0000
O 0.85955 -2.78133 -1.29205  0.0000
P 1.96125 -1.73943 -0.84949  0.0000
O 1.57698 -1.12726 0.43470  -0.0029
C 2.14562 -0.53081 -2.19220  0.0001
P 2.83182 1.00747 -1.52653  0.0002
O 2.07926 1.59902 -0.40161  -0.0030
O 4.32269 0.57212 -1.26403  0.0000
C 5.32897 1.57583 -0.88931  0.0000
C 5.68025 1.44029 0.57401  0.0000
C 6.52211 1.34513 -1.79697  0.0000
O 2.85060 2.08180 -2.68771  0.0000
C 3.45253 1.86006 -3.98318  0.0000
C 2.35619 1.58684 -4.99991  0.0000
C 4.24403 3.10607 -4.33367  0.0000
O 3.36592 -2.46373 -0.80461  -0.0001
C 3.73763 -3.13020 0.45218  0.0000
C 4.57029 -2.17422 1.28108  0.0000
C 4.49350 -4.39677 0.09986  0.0000
H -0.24615 -3.48647 -4.39260  0.0000
H 0.81105 -2.10930 -4.07513  0.0000
H -0.76755 -2.23842 -3.26400  0.0000
H 0.03809 -4.37055 -2.17717  0.0000
H 2.77545 -3.47607 -3.20093  0.0000
H 1.83743 -4.84311 -3.82300  0.0000
H 2.44850 -4.86758 -2.16507  0.0000
H 1.14549 -0.30300 -2.56624  0.0000
H 2.77757 -0.92257 -2.98809  0.0000
H 4.90388 2.56631 -1.07723  0.0000
H 6.16706 0.48146 0.75887  0.0000
H 4.78737 1.50273 1.19424  0.0000
H 6.36060 2.24294 0.85983  0.0000
H 6.91816 0.34215 -1.63339  0.0000
H 7.29880 2.07389 -1.56761  0.0000
H 6.24506 1.44409 -2.84773  0.0000
H 4.13051 1.00169 -3.91524  0.0000
H 1.67147 2.43468 -5.03087  0.0000
H 1.78520 0.69413 -4.74303  0.0000
H 2.79256 1.44847 -5.98880  0.0000
H 3.57029 3.96064 -4.39906  0.0000
H 4.74089 2.96944 -5.29375  0.0000
H 4.99541 3.31670 -3.57266  0.0000
H 2.82206 -3.37837 0.99524  0.0000
H 5.47540 -1.90202 0.73534  0.0000
H 4.84937 -2.65439 2.21888  0.0000
H 4.00321 -1.27317 1.51160  0.0000
H 5.34845 -4.15592 -0.53333  0.0000
H 3.85813 -5.10824 -0.42375  0.0000
H 4.85110 -4.86804 1.01456  0.0000
C -1.07921 2.44129 -0.19442  -0.0049
C -2.31108 2.24126 0.50879  -0.0007
C -3.45869 1.73393 -0.14989  -0.0010
C -4.67529 1.62212 0.47719  0.0000
C -4.81792 1.98179 1.82207  -0.0014
C -3.68341 2.42526 2.52123  0.0001
C -2.47501 2.55527 1.88589  -0.0010
C -6.09956 1.93949 2.42397  -0.0003
N -7.15305 1.88119 2.89197  -0.0008
H -0.51518 3.32007 0.11500  0.0003
H -1.18606 2.39185 -1.27676  -0.0001
H -3.38068 1.49026 -1.20354  0.0000
H -5.54416 1.28981 -0.08038  0.0000
H -3.77919 2.68955 3.56707  0.0000
H -1.62643 2.92653 2.44488  0.0000